Entry from the Open Molecules 2025 dataset: a structure of composition C19H22ClN2O8Sn (wB97M-V/def2-TZVPD).

```
53
C19H22ClN2O8Sn (wB97M-V/def2-TZVPD)
Sn -1.937 -0.290 1.024
C -1.565 -1.387 4.050
C -2.781 -0.497 4.137
O -3.402 -0.559 2.840
C -4.642 0.170 2.685
C -4.360 1.618 2.366
O -3.416 1.629 1.275
C -2.624 2.823 1.161
C -1.530 2.807 2.206
O -0.932 1.495 2.162
C 0.003 1.243 3.229
C 0.404 -0.210 3.119
O -0.758 -1.038 2.893
H -1.866 -2.422 3.896
H -0.959 -1.325 4.954
H -2.530 0.538 4.381
H -3.468 -0.882 4.893
H -5.244 0.074 3.588
H -5.170 -0.317 1.865
H -3.946 2.150 3.225
H -5.277 2.119 2.053
H -3.247 3.713 1.254
H -2.204 2.804 0.155
H -1.915 2.977 3.214
H -0.776 3.564 1.987
H -0.482 1.471 4.181
H 0.877 1.886 3.115
H 0.937 -0.548 4.006
H 1.036 -0.367 2.248
O 4.102 2.160 -0.343
C 4.418 1.506 -1.322
O 5.605 1.643 -1.844
C 3.531 0.528 -1.984
C 3.801 -0.173 -3.123
Cl 5.161 -0.056 -4.103
N 2.679 -0.948 -3.388
N 1.708 -0.729 -2.453
C 2.205 0.127 -1.604
C 1.353 0.552 -0.432
O 1.792 1.506 0.330
O 0.280 0.016 -0.206
C 2.410 -1.827 -4.422
C 1.036 -2.056 -4.755
C 0.733 -2.888 -5.786
C 1.770 -3.538 -6.494
C 3.128 -3.350 -6.131
C 3.454 -2.503 -5.116
H 2.724 1.845 0.090
H 0.272 -1.527 -4.206
H -0.296 -3.046 -6.081
H 1.527 -4.195 -7.320
H 3.901 -3.896 -6.654
H 4.482 -2.388 -4.815
```

E_LUMO (spin up / spin down) = -12.147 / -10.924 eV
E_HOMO (spin up / spin down) = -18.524 / -18.287 eV
2S+1 = 1
Charge = +3
ΔE to the lowest compared entry with this formula, charge and spin = 0.0 kJ/mol
Kohn-Sham gap (spin up / spin down) = 6.38 / 7.36 eV

---

Entry from the Open Molecules 2025 dataset: a structure of composition C19H22I2NS2V (wB97M-V/def2-TZVPD).

```
47
C19H22I2NS2V (wB97M-V/def2-TZVPD)
V 5.022 -3.362 14.141
C 4.831 -7.822 17.809
C 3.319 -7.891 17.954
C 2.911 -7.478 19.350
C 2.842 -9.327 17.683
C 2.648 -6.947 16.959
C 1.272 -7.025 16.710
C 0.609 -6.219 15.798
C 1.334 -5.261 15.088
S 0.840 -4.295 13.706
C 2.441 -3.690 13.555
N 3.280 -4.133 14.535
C 2.710 -5.134 15.373
C 3.387 -5.949 16.277
C 2.953 -2.929 12.447
C 2.271 -2.606 11.258
C 2.878 -1.791 10.297
C 4.156 -1.271 10.524
C 4.877 -1.687 11.619
C 4.297 -2.490 12.606
H 5.305 -8.617 18.455
H 5.218 -6.860 18.159
H 5.161 -7.962 16.752
H 3.467 -8.084 20.111
H 1.823 -7.635 19.524
H 3.132 -6.430 19.552
H 3.470 -10.054 18.233
H 2.787 -9.541 16.607
H 1.815 -9.512 18.048
H 0.670 -7.719 17.303
H -0.449 -6.408 15.611
H 4.476 -5.817 16.416
H 1.260 -2.967 11.104
H 2.341 -1.563 9.361
H 4.565 -0.637 9.745
H 5.915 -1.383 11.732
I 6.275 -1.876 15.708
I 4.164 0.738 16.405
C 8.003 -4.322 12.569
S 6.571 -4.897 13.582
C 7.489 -5.605 14.989
H 8.398 -5.258 12.159
H 8.760 -3.819 13.215
H 7.664 -3.692 11.772
H 8.206 -4.884 15.348
H 8.042 -6.528 14.663
H 6.812 -5.833 15.815
```

E_LUMO (spin up / spin down) = -9.523 / -8.221 eV
E_HOMO (spin up / spin down) = -14.556 / -14.602 eV
2S+1 = 3
⟨S²⟩ = 2.13
Charge = +2
Kohn-Sham gap (spin up / spin down) = 5.03 / 6.38 eV

---

Number 1: E -2122.066899 Ha. Number 2: E -3127.117042 Ha.